(1)
Formula: C5H12O
Source: the Open Molecules 2025 dataset
Level of theory: ωB97M-V with the def2-TZVPD basis set

Properties
LUMO energy (eV): 0.983
Relative energy (zero: lowest compared OMol25 entry of this formula, charge and spin) (kcal/mol): 7.5
SMILES: CC(C)CCO
Total charge: 0
Energy (a.u.): -272.93673

Last column: natural (NBO) charge in e.
CARTESIAN COORDINATES (ANGSTROEM)
C (1.800779, -0.011680, -0.799488)  -0.611
C (0.831554, 0.241840, 0.367215)  -0.219
C (1.129016, -0.714597, 1.525239)  -0.597
C (-0.639074, 0.116112, -0.052686)  -0.411
C (-1.132807, 1.281230, -0.892488)  -0.053
O (-2.486395, 1.043830, -1.230292)  -0.720
H (1.349172, 0.217553, -1.770963)  0.205
H (2.114017, -1.061996, -0.813589)  0.205
H (2.703251, 0.602207, -0.709535)  0.210
H (0.998833, 1.271650, 0.718769)  0.190
H (0.892348, -1.747417, 1.238022)  0.202
H (0.531470, -0.476488, 2.412232)  0.208
H (2.187403, -0.682991, 1.805755)  0.207
H (-0.793496, -0.816038, -0.612635)  0.205
H (-1.276287, 0.050752, 0.838686)  0.208
H (-0.517517, 1.392220, -1.799602)  0.153
H (-1.026590, 2.210007, -0.308746)  0.152
H (-2.799725, 1.794693, -1.747851)  0.467

Cartesian forces (eV/Å) of the 6 atoms listed first:
0.0 0.0 -0.1
0.0 0.0 0.0
0.0 0.0 0.0
0.0 0.0 0.0
0.5 0.0 0.1
-0.2 0.2 -0.2

(2)
Formula: C5H12O2
Source: the Open Molecules 2025 dataset
Level of theory: ωB97M-V with the def2-TZVPD basis set

Properties
LUMO energy (eV): 0.850
Relative energy (zero: lowest compared OMol25 entry of this formula, charge and spin) (kcal/mol): 48.4
SMILES: C=CCCCO.O
Total charge: 0
Energy (a.u.): -348.12761

Last column: natural (NBO) charge in e.
CARTESIAN COORDINATES (ANGSTROEM)
C (-0.322945, -2.486111, 1.922470)  -0.402
C (-0.146364, -2.768394, 0.646820)  -0.170
C (-0.714955, -1.957040, -0.507043)  -0.439
C (-0.217153, -0.499020, -0.447061)  -0.432
C (-0.920901, 0.386876, -1.471806)  -0.065
O (-0.002673, 1.208960, -2.207078)  -0.728
H (0.123657, -3.053092, 2.730854)  0.202
H (-0.958313, -1.676593, 2.254068)  0.189
H (0.308633, -3.689493, 0.290905)  0.199
H (-1.801799, -1.870278, -0.433273)  0.203
H (-0.532147, -2.422000, -1.473431)  0.205
H (-0.142374, -0.120785, 0.565980)  0.213
H (0.863622, -0.513902, -0.588218)  0.215
H (-1.560815, 1.064108, -0.911822)  0.178
H (-1.456645, -0.208294, -2.204800)  0.164
H (0.147900, 0.843961, -3.061714)  0.466
O (2.646368, 5.758206, 1.875016)  -0.951
H (2.569530, 6.706465, 1.796478)  0.474
H (2.117371, 5.296429, 1.223655)  0.477

Cartesian forces (eV/Å) of the 6 atoms listed first:
0.1 -0.1 0.5
-0.7 -0.4 -1.3
-0.5 0.9 1.2
1.2 -0.9 -0.5
1.1 0.4 0.2
-0.2 0.7 1.1

Number 2 is which compound? C5H12O2